# C35H37BF4P2Sn

A molecular structure, C35H37BF4P2Sn in a non-equilibrium geometry (ωB97M-V/def2-TZVPD, OMol25).

As for the relative energy (zero: lowest compared OMol25 entry of this formula, charge and spin): 3.725 eV. The value obtained for the HOMO-LUMO gap (spin up / spin down) is 4.9 / 4.9 eV. Its net charge is 0. As for the LUMO energy (spin up / spin down): -0.36 / -0.33 eV. The calculation puts the HOMO energy (spin up / spin down) at -5.2482 / -5.2347 eV.

Geometry as XYZ:
```
80
Properties=species:S:1:pos:R:3:lowdin_charge:R:1
Sn -0.398 2.534 1.336 0.9131
C 1.533 -4.875 -0.372 -0.1036
C 2.273 -3.964 -1.017 -0.1246
C 2.371 -3.674 -2.489 -0.1923
C 1.218 -4.191 -3.385 -0.1970
C -0.125 -3.636 -2.988 -0.1093
C -0.974 -4.087 -2.056 -0.1143
C -0.861 -5.276 -1.145 -0.1874
C 0.555 -5.871 -0.939 -0.1976
C -2.114 4.025 1.376 -0.2503
H 1.627 -4.912 0.721 0.1042
H 2.940 -3.347 -0.406 0.0936
H 3.325 -4.063 -2.885 0.1155
H 2.432 -2.580 -2.601 0.1020
H 1.437 -3.853 -4.412 0.1102
H 1.227 -5.286 -3.411 0.0974
H -0.424 -2.741 -3.547 0.0997
H -1.918 -3.545 -1.940 0.0846
H -1.531 -6.081 -1.492 0.1158
H -1.253 -4.973 -0.162 0.1122
H 0.453 -6.698 -0.217 0.1099
H 0.913 -6.318 -1.873 0.0962
H -2.539 3.906 2.411 0.0308
H -2.811 3.792 0.539 -0.0015
H -1.758 5.033 1.161 -0.0071
P 1.469 0.927 1.100 0.8080
P -1.467 1.291 -0.536 0.8011
C 0.945 -0.044 -0.292 -0.2534
C -0.217 0.121 -0.962 -0.2756
C 3.030 1.630 0.749 -0.4030
C 3.902 0.861 -0.028 -0.0996
C 5.169 1.358 -0.300 -0.0758
C 5.564 2.601 0.207 -0.0695
C 4.681 3.351 0.992 -0.0639
C 3.406 2.875 1.273 -0.0657
C 1.503 -0.125 2.526 -0.3623
C 0.342 -0.606 3.149 -0.0888
C 0.477 -1.411 4.277 -0.0720
C 1.745 -1.737 4.769 -0.0725
C 2.890 -1.253 4.127 -0.0784
C 2.778 -0.454 3.000 -0.0802
C -1.905 2.273 -1.920 -0.3655
C -1.075 3.267 -2.460 -0.0726
C -1.524 3.974 -3.569 -0.0743
C -2.773 3.694 -4.134 -0.0726
C -3.582 2.696 -3.583 -0.0771
C -3.153 1.974 -2.482 -0.0794
C -2.847 0.383 0.100 -0.3807
C -3.717 0.931 1.050 -0.0727
C -4.807 0.178 1.472 -0.0644
C -5.030 -1.099 0.949 -0.0729
C -4.156 -1.629 -0.008 -0.0789
C -3.065 -0.891 -0.442 -0.0968
H 1.652 -0.831 -0.564 0.0651
H -0.497 -0.512 -1.805 0.0716
H 3.591 -0.109 -0.410 0.0934
H 5.853 0.770 -0.909 0.1061
H 6.564 2.982 -0.008 0.1070
H 4.992 4.316 1.391 0.1119
H 2.702 3.440 1.885 0.1087
H -0.645 -0.336 2.771 0.0762
H -0.415 -1.785 4.778 0.1076
H 1.845 -2.367 5.653 0.1059
H 3.879 -1.495 4.506 0.1052
H 3.661 -0.067 2.495 0.1009
H -0.108 3.490 -2.007 0.0990
H -0.897 4.755 -3.997 0.1073
H -3.120 4.252 -5.004 0.1055
H -4.556 2.473 -4.009 0.1051
H -3.775 1.200 -2.038 0.1009
H -3.530 1.930 1.439 0.0761
H -5.490 0.594 2.212 0.1102
H -5.888 -1.684 1.283 0.1054
H -4.329 -2.621 -0.421 0.1024
H -2.384 -1.293 -1.191 0.0826
F -0.158 4.336 2.415 -0.4031
B -0.763 5.929 3.015 -1.0280
F -0.271 6.643 1.988 0.2024
F -2.105 5.950 3.213 0.1792
F 0.009 5.589 4.086 0.1547
```

=====

# C2H12NO4

A molecular structure, C2H12NO4 in a non-equilibrium geometry (ωB97M-V/def2-TZVPD, OMol25).

As for the relative energy (zero: lowest compared OMol25 entry of this formula, charge and spin): 1.788 eV. The value obtained for the HOMO-LUMO gap is 8.3 eV. Its net charge is -1. As for the LUMO energy: 3.87 eV. The calculation puts the HOMO energy at -4.3952 eV.

Geometry as XYZ:
```
19
Properties=species:S:1:pos:R:3:lowdin_charge:R:1
C 1.182 1.340 2.124 -0.2295
N 0.990 0.664 0.915 -0.1152
C 1.148 -0.853 1.088 -0.4127
O -0.046 -1.416 1.324 -0.2683
H 1.055 2.555 2.006 0.1061
H 2.077 1.104 2.589 0.0281
H 0.329 1.152 2.832 0.0698
H 0.046 0.757 0.618 0.0472
H 1.787 -1.214 1.931 0.0995
H 1.436 -1.322 0.017 0.1211
H -0.059 -0.841 -3.450 0.0238
H -1.261 -1.692 -2.974 0.0817
O -0.589 -1.609 -3.768 -0.1419
H -2.358 -0.168 0.094 0.0077
H -0.897 -1.043 0.432 0.0485
O -1.671 -0.589 -0.446 -0.2737
H -1.138 0.279 -1.642 -0.0211
H -1.069 1.760 -1.512 -0.0394
O -0.964 1.136 -2.179 -0.1316
```

=====

# C6H15NO

2 unconnected molecules or ions with the total composition C6H15NO in a non-equilibrium geometry (ωB97M-V/def2-TZVPD, OMol25).

As for the relative energy (zero: lowest compared OMol25 entry of this formula, charge and spin): 2.215 eV. The value obtained for the HOMO-LUMO gap is 9.3 eV. Its net charge is 0. As for the structure (SMILES): C=CC[C@H](C)NC.O. As for the LUMO energy: 0.85 eV. The calculation puts the HOMO energy at -8.4366 eV.

Geometry as XYZ:
```
23
Properties=species:S:1:pos:R:3:lowdin_charge:R:1
C -3.089 -0.472 -0.512 -0.0099
C -2.240 -0.081 0.418 -0.1790
C -1.067 -0.932 0.870 -0.1727
C 0.281 -0.198 0.670 -0.4009
C 1.428 -1.197 0.931 -0.0716
N 0.567 0.947 1.536 -0.0966
C -0.002 2.254 1.311 -0.1415
H -3.883 0.149 -0.922 0.0477
H -3.253 -1.490 -0.857 0.0565
H -2.247 0.894 0.874 0.0717
H -1.062 -1.851 0.285 0.1075
H -1.254 -1.185 1.919 0.1173
H 0.363 0.142 -0.365 0.1412
H 1.214 -1.770 1.844 0.0748
H 2.375 -0.695 1.071 0.0710
H 1.417 -1.976 0.171 0.0723
H 0.602 0.694 2.502 0.1039
H 0.433 2.934 2.046 0.0779
H 0.189 2.663 0.315 0.0826
H -1.086 2.351 1.414 0.0479
O 3.795 -0.304 -4.998 -0.0643
H 2.970 0.223 -5.069 0.0498
H 3.550 -1.100 -5.452 0.0144
```

=====

# C21H31NO20

7 unconnected molecules or ions with the total composition C21H31NO20 in a non-equilibrium geometry (ωB97M-V/def2-TZVPD, OMol25).

The value obtained for the HOMO-LUMO gap is 9.7 eV. Its net charge is 0. As for the structure (SMILES): O=C1OCCO1.O=C1OCCO1.O=C1OCCO1.O=C1OCCO1.O=C1OCCO1.O=C1OCCO1.NCCOC=O. As for the LUMO energy: -0.18 eV. The calculation puts the HOMO energy at -9.8682 eV.

Geometry as XYZ:
```
73
Properties=species:S:1:pos:R:3:lowdin_charge:R:1
O -2.652 0.700 1.414 0.1213
C -1.501 0.435 1.632 -0.5426
O -1.064 -0.280 2.701 0.0724
C 0.315 -0.568 2.474 -0.1222
C 0.733 0.518 1.531 -0.1221
O -0.469 0.816 0.835 0.0612
H 0.877 -0.547 3.410 0.1420
H 0.401 -1.569 2.029 0.0889
H 1.073 1.419 2.049 0.1236
H 1.512 0.193 0.839 0.1377
O 3.118 3.402 -6.582 0.1509
C 2.269 2.760 -6.032 -0.5487
O 1.605 3.163 -4.914 0.0259
C 0.537 2.245 -4.708 -0.1304
C 1.010 1.013 -5.418 -0.1275
O 1.844 1.535 -6.444 0.0683
H 0.370 2.075 -3.644 0.1244
H -0.374 2.659 -5.149 0.1400
H 1.607 0.362 -4.773 0.1352
H 0.187 0.435 -5.841 0.1230
O 1.065 -3.164 1.983 0.1106
C 2.157 -3.444 2.400 -0.4992
O 2.978 -2.572 3.041 0.0724
C 4.060 -3.328 3.571 -0.1188
C 4.085 -4.540 2.691 -0.1215
O 2.727 -4.672 2.289 0.0773
H 4.990 -2.761 3.527 0.1405
H 3.842 -3.573 4.615 0.1405
H 4.705 -4.399 1.801 0.1390
H 4.423 -5.433 3.219 0.1404
O -2.227 -0.210 -5.127 0.1482
C -2.700 0.097 -4.069 -0.5399
O -2.037 0.791 -3.105 0.0473
C -2.994 1.151 -2.116 -0.1210
C -4.070 0.126 -2.297 -0.1224
O -3.968 -0.203 -3.678 0.0700
H -2.552 1.120 -1.119 0.1125
H -3.345 2.167 -2.317 0.1400
H -3.893 -0.777 -1.705 0.1380
H -5.061 0.515 -2.062 0.1385
O -3.633 1.707 7.748 0.1513
C -3.927 1.573 6.595 -0.5490
O -3.055 1.208 5.616 0.0636
C -3.823 0.939 4.450 -0.1337
C -5.072 1.735 4.677 -0.1305
O -5.179 1.766 6.094 0.0611
H -3.289 1.249 3.553 0.1053
H -4.017 -0.136 4.394 0.1422
H -4.988 2.761 4.306 0.1351
H -5.951 1.268 4.231 0.1355
O -3.674 -6.457 -0.536 0.1552
C -2.564 -6.035 -0.384 -0.5480
O -1.622 -5.975 -1.366 0.0616
C -0.534 -5.215 -0.857 -0.1326
C -0.679 -5.370 0.626 -0.1358
O -2.078 -5.556 0.795 0.0655
H 0.417 -5.603 -1.227 0.1345
H -0.645 -4.177 -1.183 0.1340
H -0.157 -6.253 1.007 0.1383
H -0.334 -4.492 1.172 0.1015
N 2.147 5.455 -2.194 -0.0345
C 3.214 4.427 -2.528 -0.2183
C 2.987 3.176 -1.547 -0.1743
O 4.200 2.987 -0.749 -0.1061
C 3.958 3.513 0.569 -0.2139
O 3.117 2.959 1.330 0.0121
H 2.138 5.496 -1.153 0.0574
H 2.596 6.358 -2.453 0.0704
H 4.218 4.926 -2.271 0.1198
H 3.252 4.157 -3.632 0.1007
H 2.791 2.185 -2.094 0.1288
H 2.045 3.362 -0.907 0.1276
H 4.556 4.404 0.967 0.1616
```

=====

# C4H11NO2

A molecular structure, C4H11NO2 in a non-equilibrium geometry (ωB97M-V/def2-TZVPD, OMol25).

As for the relative energy (zero: lowest compared OMol25 entry of this formula, charge and spin): 5.956 eV. The value obtained for the HOMO-LUMO gap (spin up / spin down) is 8.3 / 7.4 eV. Its net charge is 0. As for the LUMO energy (spin up / spin down): 0.00 / -0.21 eV. The calculation puts the HOMO energy (spin up / spin down) at -8.2738 / -7.6348 eV.

Geometry as XYZ:
```
18
Properties=species:S:1:pos:R:3:lowdin_charge:R:1
C 1.369 0.295 -0.922 -0.3582
C 1.619 -1.007 1.199 0.0630
N 1.230 1.596 -0.523 0.1491
O 0.488 -0.275 -1.631 -0.0164
H -0.543 -0.546 -0.940 0.0906
H 2.378 -0.097 -0.951 0.1222
H 0.279 1.926 -0.441 0.0961
H 1.839 1.911 0.215 0.1060
H 1.261 -0.630 2.142 0.0172
H 1.369 -2.033 0.973 0.0295
H 2.635 -0.718 0.954 0.0036
C -2.352 0.446 -0.205 -0.0713
C -1.380 -0.709 0.043 -0.4382
O -0.617 -0.664 1.081 -0.1239
H -1.771 -1.707 -0.235 0.1258
H -2.700 0.465 -1.240 0.0741
H -3.224 0.344 0.449 0.0712
H -1.880 1.402 0.031 0.0594
```

=====

# C15H38Li2N2O3

A molecular structure, C15H38Li2N2O3 in a non-equilibrium geometry (ωB97M-V/def2-TZVPD, OMol25).

As for the relative energy (zero: lowest compared OMol25 entry of this formula, charge and spin): 2.545 eV. The value obtained for the HOMO-LUMO gap is 8.9 eV. Its net charge is 0. As for the LUMO energy: 0.49 eV. The calculation puts the HOMO energy at -8.4065 eV.

Geometry as XYZ:
```
60
Properties=species:S:1:pos:R:3:lowdin_charge:R:1
Li -0.268 -0.336 1.272 0.6008
Li 0.119 1.209 -0.851 0.5726
O 0.923 -0.448 -0.419 -0.5715
H 1.610 -0.889 -0.956 -0.0812
O -1.280 1.188 0.731 -0.5643
H -2.053 1.735 0.973 -0.0747
C -1.440 1.512 -3.181 -0.0721
C 0.071 1.851 -3.463 -0.2116
N 0.716 2.435 -2.285 -0.2826
C -0.030 3.559 -1.739 -0.2463
C 0.387 4.106 -0.288 -0.0444
C 1.997 2.991 -2.686 -0.2535
C 3.083 1.897 -2.753 -0.0650
H -1.638 0.812 -2.369 0.0695
H -1.766 0.959 -4.062 0.0697
H -2.128 2.358 -3.175 0.0738
H 0.582 0.928 -3.739 0.1155
H 0.156 2.583 -4.266 0.1156
H -0.098 4.327 -2.509 0.1228
H -1.033 3.168 -1.568 0.0819
H 0.762 3.358 0.410 0.0583
H 1.232 4.770 -0.474 0.0535
H -0.417 4.683 0.169 0.0748
H 2.415 3.595 -1.880 0.1060
H 1.882 3.606 -3.579 0.1211
H 2.838 1.231 -3.580 0.0648
H 3.142 1.269 -1.864 0.0698
H 4.064 2.370 -2.803 0.0725
C 1.472 0.714 2.736 -0.1029
C 0.481 0.255 3.815 -0.2126
N -0.271 -0.958 3.315 -0.1934
C 0.595 -2.126 3.662 -0.2595
C 0.416 -3.411 2.796 -0.0573
C -1.496 -1.237 4.055 -0.2683
C -2.485 -0.064 3.988 -0.0827
H 1.075 1.120 1.806 0.0179
H 2.069 -0.097 2.319 0.0689
H 2.227 1.416 3.091 0.0814
H 1.068 -0.005 4.696 0.1111
H -0.146 1.091 4.127 0.1118
H 1.638 -1.820 3.752 0.1073
H 0.426 -2.500 4.671 0.1015
H -0.629 -3.722 2.780 0.0661
H 0.617 -3.102 1.770 0.0562
H 1.149 -4.170 3.065 0.0768
H -1.392 -1.615 5.072 0.1152
H -2.064 -2.053 3.609 0.1098
H -2.467 0.453 3.029 0.0576
H -2.328 0.700 4.750 0.0648
H -3.474 -0.450 4.238 0.0722
C -0.037 -3.318 -1.870 -0.0213
C -0.675 -4.267 -2.884 -0.4537
O -0.013 -4.911 -3.700 0.0348
C -2.180 -4.309 -3.102 -0.0395
H 0.916 -3.782 -1.615 0.0852
H -0.649 -3.159 -0.983 0.0737
H 0.157 -2.358 -2.348 0.0739
H -2.718 -4.752 -2.264 0.0770
H -2.542 -4.991 -3.871 0.0710
H -2.566 -3.401 -3.567 0.0812
```